An isolated molecule of C15H16BrN5O6 in a non-equilibrium geometry, computed with ωB97M-V/def2-TZVPD.

Each line ends with the natural charge from an NBO analysis.
CARTESIAN COORDINATES (ANGSTROEM)
C1 -3.93 -1.51 -4.70  -0.242
O1 -2.97 -2.54 -4.86  -0.508
C2 -1.65 -2.32 -4.45  0.228
C3 -0.62 -2.81 -5.26  -0.255
C4 0.77 -2.69 -4.95  -0.110
Br1 2.23 -3.03 -6.19  0.034
C5 1.15 -2.11 -3.72  -0.215
C6 0.15 -1.54 -2.89  -0.274
C7 0.50 -0.74 -1.69  0.206
N1 -0.23 -0.59 -0.66  -0.340
N2 0.15 0.37 0.34  -0.484
C8 -0.88 1.15 0.93  0.649
O2 -2.04 0.87 0.64  -0.575
C9 -0.81 2.36 1.93  -0.091
C10 -2.11 2.46 2.77  -0.616
N3 0.39 2.13 2.79  -0.176
C11 1.45 2.98 2.99  0.047
C12 2.51 2.24 3.49  -0.117
N4 3.73 2.70 3.93  0.526
O3 4.03 3.76 3.51  -0.379
O4 4.44 2.02 4.64  -0.366
C13 1.90 0.95 3.81  0.468
O5 2.68 -0.09 4.44  -0.463
C14 2.11 -1.34 4.38  -0.242
N5 0.64 0.94 3.40  -0.342
C15 -1.23 -1.76 -3.18  0.449
O6 -2.15 -1.67 -2.30  -0.715
H1 -4.61 -1.52 -5.59  0.187
H2 -4.45 -1.61 -3.69  0.195
H3 -3.45 -0.58 -4.63  0.174
H4 -0.90 -3.27 -6.17  0.230
H5 2.23 -2.10 -3.63  0.230
H6 1.40 -0.15 -1.81  0.215
H7 -1.17 -1.13 -0.57  0.505
H8 1.08 0.45 0.80  0.424
H9 -0.60 3.25 1.33  0.242
H10 -3.05 2.90 2.19  0.256
H11 -2.32 1.46 3.14  0.241
H12 -1.84 3.09 3.69  0.223
H13 1.45 3.94 2.69  0.229
H14 1.35 -1.41 5.09  0.179
H15 1.78 -1.43 3.33  0.173
H16 2.89 -2.07 4.68  0.200

Calculated values
* HOMO level: -7.40 eV
* 2S+1: 1
* energy relative to the best compared isomer or geometry (same formula, charge and spin): 225.2 kJ/mol
* SMILES: COC1=CC(Br)=C/C(=C/NNC(=O)[C@@H](C)n2cc([N+](=O)[O-])c(OC)n2)C1=O